No. 1
23
Properties=species:S:1:pos:R:3:forces:R:3:lowdin_charge:R:1 method="wB97M-V/def2-TZVPD" orbital_gap_ev=7.9 homo_ev=-12.1399 charge=+1 molar_mass_g_mol=150.21 e_above_lowest_kj_mol=538.98
H 1.222 1.668 -2.423 0.6 0.4 0.5 0.1381
N 0.733 1.073 -1.756 -0.8 -0.1 -2.2 0.2830
N 1.210 0.779 -0.702 0.8 0.3 3.4 -0.1582
N 2.302 1.205 -0.053 0.9 0.1 0.8 0.1863
C 0.330 -0.128 0.272 -0.9 1.1 0.2 -0.3482
C -0.415 0.710 1.290 -1.9 -2.0 1.5 -0.0974
C -1.764 1.318 0.879 -0.3 0.0 1.2 -0.0535
C -2.485 0.673 -0.041 -0.1 0.4 -1.9 -0.0857
C -1.923 -0.415 -0.827 3.5 -1.2 1.7 0.0157
C -0.631 -0.809 -0.591 -1.3 -0.7 -1.0 -0.2096
C 0.252 -2.067 -0.666 -0.3 -1.4 -1.1 -0.0638
C 1.080 -1.455 0.552 1.4 1.5 -3.5 -0.0448
H 2.435 0.953 0.939 -0.7 -0.3 -1.0 0.1519
H 3.028 1.834 -0.371 -0.6 0.1 -0.9 0.1463
H 0.094 1.384 1.908 1.3 1.0 0.6 0.0893
H -0.745 -0.120 2.069 0.6 1.4 -1.3 0.1902
H -2.209 2.089 1.597 0.8 -1.1 -1.4 0.1413
H -3.457 0.900 -0.453 -0.3 0.7 0.9 0.1111
H -2.480 -1.082 -1.425 -1.1 -0.3 -0.6 0.1103
H -0.358 -2.995 -0.412 1.0 1.0 -0.3 0.1335
H 0.829 -2.304 -1.653 -0.9 0.7 1.8 0.1433
H 0.744 -1.863 1.430 -0.3 -1.0 2.3 0.0867
H 2.209 -1.350 0.437 -1.5 -0.6 0.4 0.1342



No. 2
89
Properties=species:S:1:pos:R:3:forces:R:3:lowdin_charge:R:1 method="wB97M-V/def2-TZVPD" orbital_gap_ev=9.2 smiles=OB(O)[SiH2]I.ClCCCl.ClCCCl.ClCCCl.ClCCCl.ClCCCl.ClCCCl.ClCCCl.ClCCCl.ClCCCl.ClCCCl homo_ev=-9.0277 charge=0 molar_mass_g_mol=1191.43
O 0.013 3.605 -1.106 0.1 0.2 0.0 0.0545
B -0.761 2.674 -0.435 0.1 -0.4 -0.2 -0.8899
O -1.270 3.055 0.759 -0.6 0.3 0.0 0.0818
Si -1.073 0.821 -1.231 -0.2 0.2 -0.1 0.2159
I 0.812 0.116 -2.601 0.0 0.1 0.1 0.4247
H -0.511 4.072 -1.765 0.2 0.1 -0.1 0.1039
H -2.029 2.526 1.047 0.4 -0.1 0.4 0.0104
H -2.240 0.918 -2.146 0.0 -0.1 0.0 -0.0873
H -1.373 -0.183 -0.190 0.0 -0.1 0.0 -0.0756
Cl 3.097 2.576 4.103 0.0 0.0 0.0 0.5509
C 3.016 3.210 2.433 0.0 0.0 0.1 -0.6876
C 1.714 2.884 1.769 -0.1 0.1 -0.2 -0.6533
Cl 1.550 1.146 1.416 0.0 -0.1 0.0 0.5825
H 3.858 2.804 1.880 0.0 0.0 0.0 0.0635
H 3.108 4.289 2.474 0.1 0.0 0.2 0.0167
H 1.678 3.405 0.814 0.0 0.0 0.0 0.0429
H 0.857 3.188 2.361 0.0 0.0 0.1 0.0457
Cl -1.569 -4.058 -3.476 -0.2 0.0 0.0 0.5324
C -1.853 -3.796 -5.221 0.0 -0.1 0.0 -0.6692
C -1.202 -2.526 -5.696 0.1 0.1 0.0 -0.6639
Cl -1.987 -1.070 -5.027 -0.1 0.0 0.0 0.5118
H -2.926 -3.790 -5.394 0.0 0.0 0.0 0.0293
H -1.425 -4.648 -5.741 0.1 0.0 0.0 0.0151
H -1.274 -2.454 -6.777 0.0 0.0 0.0 0.0282
H -0.153 -2.494 -5.410 0.0 0.0 0.1 0.0674
Cl -1.142 -7.457 -6.936 0.0 0.0 0.0 0.5550
C -1.408 -7.255 -8.688 0.0 -0.1 0.0 -0.6572
C -0.761 -5.999 -9.207 0.0 0.0 0.0 -0.6428
Cl -1.564 -4.540 -8.566 0.0 0.0 -0.1 0.6002
H -2.481 -7.246 -8.860 0.0 0.0 0.0 0.0686
H -0.974 -8.120 -9.184 0.0 0.0 0.0 0.0732
H -0.838 -5.960 -10.291 -0.1 0.0 0.0 0.0736
H 0.287 -5.949 -8.923 0.0 0.0 0.0 0.0696
Cl 1.082 -2.127 0.556 -0.1 0.0 0.1 0.5147
C 2.143 -3.553 0.457 0.1 0.0 0.0 -0.6456
C 2.643 -3.773 -0.947 0.1 0.0 0.0 -0.6799
Cl 1.326 -4.226 -2.059 0.1 0.0 0.0 0.5126
H 1.579 -4.407 0.822 0.0 0.0 0.0 0.0669
H 2.990 -3.376 1.117 0.0 0.0 0.0 0.0720
H 3.374 -4.580 -0.948 0.0 0.0 0.0 0.0760
H 3.105 -2.873 -1.343 0.0 0.0 0.0 -0.0184
Cl 3.679 -1.504 -3.779 0.1 -0.1 -0.1 0.5027
C 5.316 -0.853 -3.501 0.0 0.1 0.0 -0.6376
C 5.990 -1.530 -2.337 0.0 0.0 0.0 -0.6442
Cl 5.193 -1.135 -0.790 0.0 0.0 0.0 0.5655
H 5.219 0.216 -3.329 0.0 0.0 0.0 0.0559
H 5.892 -1.018 -4.409 0.0 0.0 0.0 0.0749
H 7.021 -1.191 -2.265 0.0 0.0 0.0 0.0733
H 5.976 -2.610 -2.450 0.0 0.0 0.0 0.0681
Cl 3.907 5.528 0.377 0.1 0.1 -0.3 0.6030
C 3.520 5.221 -1.343 -0.1 0.0 0.0 -0.6238
C 3.689 3.771 -1.716 -0.1 0.0 0.0 -0.6549
Cl 5.399 3.261 -1.691 0.0 0.0 0.0 0.5422
H 4.153 5.869 -1.941 0.1 0.0 0.0 0.0677
H 2.479 5.503 -1.486 0.0 0.0 0.0 0.0692
H 3.319 3.616 -2.727 0.0 0.0 0.0 0.0774
H 3.141 3.116 -1.043 0.0 0.0 0.0 0.0509
Cl -7.806 -5.770 -2.949 0.0 0.0 0.0 0.5312
C -6.041 -5.560 -2.791 0.0 0.0 0.0 -0.6627
C -5.519 -4.445 -3.654 0.1 0.1 0.0 -0.6528
Cl -5.632 -4.833 -5.396 0.0 0.0 0.0 0.5402
H -5.573 -6.506 -3.044 0.0 0.0 0.0 0.0684
H -5.838 -5.330 -1.747 0.0 0.0 0.0 0.0739
H -4.468 -4.276 -3.429 0.0 0.0 0.0 0.0330
H -6.068 -3.522 -3.489 -0.1 0.0 0.0 0.0710
Cl 1.995 2.216 10.144 0.0 0.0 0.0 0.5374
C 1.574 2.353 8.416 0.0 -0.1 0.0 -0.6676
C 2.108 3.612 7.791 0.0 0.0 -0.1 -0.6697
Cl 1.296 5.074 8.415 0.0 0.0 0.0 0.5303
H 0.493 2.306 8.335 -0.1 0.0 0.0 0.0515
H 2.005 1.491 7.911 0.0 0.0 0.0 0.0750
H 1.928 3.577 6.720 0.0 0.0 -0.1 0.0295
H 3.174 3.721 7.968 0.0 0.0 0.0 0.0706
Cl -1.011 2.957 4.813 0.0 0.0 0.0 0.5630
C -2.146 4.056 3.979 0.0 0.1 0.0 -0.6312
C -3.538 3.487 3.890 0.0 0.1 0.0 -0.6232
Cl -3.622 2.069 2.800 -0.1 -0.1 0.0 0.6024
H -1.737 4.253 2.992 0.0 0.0 0.0 0.0519
H -2.174 4.984 4.548 0.0 0.0 0.0 0.0791
H -4.207 4.240 3.479 0.0 0.0 0.0 0.0806
H -3.922 3.174 4.856 0.0 0.0 0.0 0.0190
Cl -4.896 3.689 7.451 0.0 0.0 -0.1 0.5532
C -3.224 3.454 8.040 0.1 0.0 0.0 -0.6633
C -3.202 2.816 9.403 0.0 0.0 0.0 -0.6623
Cl -3.842 3.901 10.663 0.0 0.0 0.0 0.5440
H -2.740 4.427 8.050 0.0 0.0 0.0 0.0700
H -2.715 2.810 7.325 0.0 0.0 0.0 0.0421
H -2.175 2.580 9.675 0.1 0.0 0.0 0.0667
H -3.792 1.905 9.420 0.0 0.0 0.0 0.0694



Record-wise calculated total energy values, in eV: -12949.2246 -292657.8792